103
Properties=species:S:1:pos:R:3:mulliken_charge:R:1 method="wB97M-V/def2-TZVPD" relative_energy_kcal_mol=16.6 homo_lumo_gap_ev=5.75 total_charge=-1
Ca -0.0877 -0.3310 -1.5996 2.65
C -2.5595 -4.9601 1.1210 -1.47
C -2.7106 -3.4536 0.9108 -0.72
C -1.9798 -2.6246 1.9426 0.97
C -2.5212 -2.5568 3.2230 -0.44
C -1.9407 -1.7825 4.2086 -1.37
C -0.8088 -1.0468 3.9072 -0.49
C -0.2400 -1.0775 2.6409 0.67
C 0.9756 -0.2262 2.3943 1.19
C 2.2221 -0.8071 3.0545 -1.38
C -0.8169 -1.8919 1.6594 -0.83
N -0.2685 -1.9223 0.3414 1.44
C 0.1717 -3.0659 -0.0702 -0.53
C 0.7710 -3.2911 -1.3433 -0.63
C 1.1825 -4.5134 -1.8793 -1.07
C 1.7632 -4.2125 -3.1147 -1.00
C 1.6718 -2.8256 -3.2533 -0.81
N 1.0759 -2.2541 -2.1926 -0.04
H -3.1303 -5.5178 0.3764 0.44
H -2.9158 -5.2513 2.1108 0.34
H -1.5171 -5.2726 1.0463 0.32
H -3.7719 -3.1982 0.9691 0.41
H -2.3941 -3.1857 -0.0970 0.24
H -3.4330 -3.1060 3.4331 0.43
H -2.3850 -1.7244 5.1940 0.36
H -0.3664 -0.4022 4.6592 0.47
H 0.7783 0.7721 2.7949 -0.01
H 1.1672 -0.1122 1.3257 -0.76
H 2.0820 -0.9045 4.1332 0.46
H 3.0893 -0.1694 2.8776 0.29
H 2.4355 -1.7950 2.6420 0.32
H 0.1110 -3.9339 0.5921 0.57
H 1.0701 -5.4816 -1.4150 0.52
H 2.2048 -4.9000 -3.8187 0.45
H 2.0323 -2.2172 -4.0718 0.55
Br 2.8510 5.1578 2.3723 -0.20
C 1.9525 4.2814 0.9427 -0.19
C 1.0240 3.3583 1.1975 -1.05
C 0.2703 2.7443 0.0625 3.68
C 1.0100 2.8068 -1.2434 -0.71
C 1.8979 3.9181 -1.4393 -0.71
C 2.3492 4.6520 -0.3989 -0.90
N 0.7165 1.9016 -2.1572 0.53
C 1.1031 1.9189 -3.4331 -0.46
C 0.7226 0.9143 -4.3664 0.35
C 1.2730 0.9578 -5.6749 -1.26
C 0.9137 0.0151 -6.5975 -0.29
C 0.0217 -1.0046 -6.2362 -1.21
C -0.4452 -1.0054 -4.9428 -0.34
N -0.1370 -0.0793 -4.0277 -0.08
H 0.7562 3.0883 2.2102 0.75
H -0.0530 1.7363 0.3338 -1.70
H 2.2638 4.1391 -2.4335 0.35
H 3.0458 5.4663 -0.5367 0.45
H 1.7189 2.7249 -3.8216 0.08
H 1.9742 1.7440 -5.9218 0.41
H 1.3299 0.0485 -7.5973 0.41
H -0.2728 -1.7830 -6.9245 0.39
H -1.1002 -1.7992 -4.5985 0.66
S -1.3199 3.6768 -0.2596 -0.48
C -2.0214 3.8419 1.3577 -0.09
C -2.0488 5.1144 1.9104 -0.86
C -2.5759 5.3518 3.1737 0.50
C -2.6023 6.6787 3.7048 -0.12
N -2.6280 7.7534 4.1154 -0.60
C -3.0704 4.2525 3.9004 0.74
C -3.0361 2.9842 3.3615 -1.05
C -2.5199 2.7206 2.0713 0.34
S -2.4919 1.1007 1.5008 0.15
C -3.6120 4.4329 5.2205 -0.16
N -4.0449 4.5587 6.2776 -0.60
H -1.6471 5.9405 1.3387 0.48
H -3.4129 2.1500 3.9378 0.52
N -2.4853 0.4344 -1.7330 -0.31
C -3.5274 -0.4697 -2.0509 0.38
C -4.3202 -1.0006 -1.0368 -0.25
C -5.2969 -1.9345 -1.3454 -0.42
C -5.5009 -2.3452 -2.6555 -0.62
C -4.7165 -1.8038 -3.6644 -0.69
C -3.7334 -0.8726 -3.3681 -0.34
H -2.6226 0.8897 -0.8207 -0.36
H -2.3873 1.1602 -2.4365 0.28
H -4.1653 -0.6717 -0.0152 0.43
H -5.9081 -2.3413 -0.5490 0.40
H -6.2646 -3.0756 -2.8876 0.38
H -4.8669 -2.1078 -4.6929 0.39
H -3.1239 -0.4453 -4.1557 0.47
C 5.2778 -2.5298 1.9962 -0.96
N 5.2549 -1.1050 1.7411 0.41
C 5.8757 -0.1507 2.5229 -0.66
C 5.6115 1.0491 1.9691 -0.44
N 4.8408 0.8180 0.8485 0.37
C 4.2597 1.8391 -0.0078 -1.48
C 4.6103 -0.5121 0.7031 -0.35
Se 3.5665 -1.2899 -0.5955 -0.19
H 6.3064 -2.8902 2.0028 0.35
H 4.7231 -3.0162 1.1965 0.25
H 4.8023 -2.7452 2.9529 0.35
H 6.4397 -0.4113 3.3995 0.46
H 5.8942 2.0409 2.2704 0.43
H 4.8204 2.7618 0.1252 0.32
H 3.2106 2.0042 0.2466 0.71
H 4.3138 1.5045 -1.0414 0.42